(1)
Molecular formula: C46H60N6P2S2Ti
Method: DFT, wB97M-V/def2-TZVPD

Total charge ... 0
DFT total energy ... -4445.96855 Eh
Gap between HOMO and LUMO ... 6.98 eV
Lowest unoccupied orbital energy ... 0.07 eV

Last column: Löwdin charge in e.
Atoms and positions in Å:
Ti: 1.40316 -0.37750 -0.22815  0.88
C: -1.68072 0.38029 4.54963  -0.13
C: -0.68524 1.22703 3.75395  -0.58
C: 0.65848 0.52661 3.66429  -0.12
P: -1.40471 1.52541 2.06661  1.06
C: -2.76272 2.75083 2.55144  -0.53
C: -3.22414 3.53987 1.33133  -0.12
C: -2.55295 3.71292 3.72002  -0.12
C: -0.21368 2.62502 1.20093  -0.32
C: 0.12980 3.83548 1.81024  -0.13
C: 0.51695 4.95656 1.09812  -0.11
C: 0.45529 4.88280 -0.28905  -0.09
C: 0.20399 3.68100 -0.92324  -0.06
C: 0.02798 2.47230 -0.20275  -0.33
N: 0.12124 1.22014 -0.81111  -0.06
C: 0.13977 1.20291 -2.25205  -0.33
C: 1.25110 1.72224 -2.92218  -0.09
C: 1.35508 1.70694 -4.30365  -0.10
C: 0.34386 1.12547 -5.04973  -0.08
C: -0.75471 0.58454 -4.39915  -0.09
C: -0.89606 0.61803 -3.01017  -0.31
P: -2.27207 -0.23135 -2.14621  1.10
C: -3.48797 -0.80666 -3.45038  -0.55
C: -2.99018 -2.07709 -4.15009  -0.14
C: -4.13848 0.16866 -4.44018  -0.11
C: -3.13387 1.22293 -1.37450  -0.56
C: -3.18292 2.51677 -2.18711  -0.09
C: -4.51394 0.79215 -0.87801  -0.12
H: -1.28072 0.16221 5.54391  0.08
H: -2.64408 0.87650 4.67951  0.06
H: -1.86070 -0.56755 4.03497  0.04
H: -0.53770 2.17987 4.26800  0.08
H: 0.57644 -0.40192 3.09381  0.03
H: 1.38940 1.16589 3.17136  0.06
H: 1.04012 0.28443 4.66127  0.09
H: -3.57606 2.06871 2.82650  0.09
H: -2.42567 4.18068 0.94809  0.08
H: -3.53403 2.87608 0.53147  0.02
H: -4.07338 4.17820 1.59017  0.08
H: -2.24739 3.21937 4.64176  0.06
H: -1.81811 4.48356 3.47983  0.06
H: -3.49537 4.22811 3.92683  0.08
H: 0.03680 3.90767 2.88808  0.09
H: 0.76765 5.88076 1.60294  0.10
H: 0.62015 5.76761 -0.89338  0.10
H: 0.19370 3.66821 -2.00166  0.10
H: 2.05171 2.15219 -2.33071  0.11
H: 2.22860 2.12994 -4.78577  0.11
H: 0.40208 1.09070 -6.13052  0.10
H: -1.52378 0.12357 -4.99945  0.08
H: -4.28615 -1.14935 -2.78124  0.09
H: -2.20696 -1.87668 -4.88283  0.06
H: -2.59259 -2.79427 -3.43043  0.06
H: -3.81737 -2.55323 -4.68290  0.07
H: -3.43343 0.85879 -4.90201  0.06
H: -4.62976 -0.39058 -5.24208  0.07
H: -4.90466 0.76990 -3.95332  0.06
H: -2.50860 1.39145 -0.49275  0.03
H: -3.85192 2.43547 -3.04151  0.06
H: -3.54541 3.34431 -1.57394  0.07
H: -2.19582 2.79544 -2.55966  0.06
H: -5.20433 0.62473 -1.70888  0.06
H: -4.45077 -0.12519 -0.28782  0.07
H: -4.95706 1.56811 -0.24799  0.07
C: 3.90129 3.26858 1.30943  -0.04
C: 4.58680 2.75841 2.39958  -0.05
C: 4.39766 1.43630 2.75756  0.00
C: 3.51730 0.64477 2.02516  -0.27
N: 2.84870 1.15004 0.97603  0.06
C: 3.04290 2.42302 0.63221  -0.11
C: 3.25471 -0.79147 2.30361  -0.24
C: 3.92109 -1.45691 3.33311  -0.04
C: 3.70609 -2.80885 3.54456  -0.08
C: 2.82526 -3.49300 2.71734  -0.10
C: 2.16188 -2.81345 1.70018  -0.15
C: 2.34368 -1.44855 1.45639  -0.16
H: 4.00702 4.29638 0.99339  0.11
H: 5.26324 3.38399 2.96832  0.11
H: 4.92507 1.02658 3.60614  0.10
H: 2.47398 2.78777 -0.21244  0.09
H: 4.61678 -0.93583 3.97910  0.10
H: 4.22991 -3.32451 4.33965  0.10
H: 2.67158 -4.55900 2.85368  0.10
H: 1.47062 -3.36156 1.07251  0.06
S: -1.52025 -1.75691 1.40446  0.67
C: -1.50566 -3.30397 1.98402  -0.83
N: -0.47958 -3.71038 2.82118  0.06
C: -0.36667 -4.94899 3.33440  -0.08
C: -1.31663 -5.87370 3.05262  -0.05
C: -2.36674 -5.43511 2.20684  -0.13
N: -2.47045 -4.24045 1.69990  0.07
H: 0.24987 -3.02607 2.97911  0.10
H: 0.50029 -5.12787 3.95572  0.12
H: -1.27468 -6.87755 3.44301  0.10
H: -3.15773 -6.13244 1.94262  0.11
C: 0.56500 -2.62828 -3.37917  -0.04
C: 0.93671 -2.93025 -1.92535  -0.67
C: -0.16147 -3.78471 -1.28910  -0.06
C: 2.27558 -3.67805 -1.90594  -0.04
N: 1.05258 -1.68471 -1.19716  -0.09
H: 0.46488 -3.55473 -3.95175  0.09
H: 1.33110 -2.01261 -3.85387  0.07
H: -0.37701 -2.08766 -3.42253  0.03
H: -0.34717 -4.67403 -1.89865  0.09
H: -1.08143 -3.20645 -1.19387  0.05
H: 0.12949 -4.11595 -0.28970  0.06
H: 2.18226 -4.64039 -2.41667  0.09
H: 2.61009 -3.85824 -0.88522  0.07
H: 3.04569 -3.09616 -2.41906  0.06
S: 5.78107 -1.21879 -1.84270  1.05
C: 4.76117 -0.92023 -3.18153  -0.38
C: 3.55248 -0.49232 -2.74950  -0.24
N: 3.42617 -0.38438 -1.38290  -0.06
C: 4.53262 -0.74411 -0.79080  -0.45
H: 5.08015 -1.07818 -4.19795  0.07
H: 2.71020 -0.24951 -3.37432  0.09
H: 4.65533 -0.76753 0.27984  0.07

=====

(2)
Molecular formula: C46H62F11N2O37P2
Method: DFT, wB97M-V/def2-TZVPD

Total charge ... +1
DFT total energy ... -6464.56324 Eh
Gap between HOMO and LUMO ... 9.36 eV
Lowest unoccupied orbital energy ... -2.42 eV

Last column: Löwdin charge in e.
Atoms and positions in Å:
C: 2.36694 2.99170 -2.23784  0.05
C: 1.39632 2.11778 -2.14611  -0.13
C: 0.86180 1.73080 -0.78425  -0.26
C: -0.46963 2.33011 -0.23500  -0.12
C: -1.12257 1.19244 0.69387  -0.39
P: -1.39262 2.06410 2.33414  0.95
P: -3.47396 1.75706 2.92475  0.24
O: -4.18141 2.99034 2.64379  -0.31
O: -4.02570 0.49851 2.07956  -0.17
O: -3.47196 1.33853 4.46599  -0.15
C: 0.04907 0.20518 0.77609  -0.39
O: -0.20352 -1.03871 1.22762  -0.02
C: 0.86900 -1.49420 2.10009  -0.14
C: 0.91451 -2.99841 2.25032  -0.32
C: 2.24006 -3.28708 2.98486  -0.06
C: -0.22535 -3.47890 3.17817  -0.12
C: -1.35820 -4.30761 2.50854  -0.37
C: -1.61554 -3.99689 1.04002  -0.07
C: -2.66255 -3.94470 3.25488  -0.06
N: 0.58990 0.27753 -0.62313  -0.08
N: 1.59700 -0.63607 -1.03404  0.16
H: 2.39336 3.83393 -1.55947  0.09
H: 3.14241 2.83921 -2.97104  0.08
H: 0.95643 1.63573 -3.01560  0.12
H: 1.70694 1.92277 -0.13256  0.15
H: -1.09504 2.64549 -1.06374  0.12
H: -0.13359 3.18124 0.34188  0.09
H: -2.02374 0.86532 0.18261  0.11
H: -0.57488 1.41354 3.29684  -0.07
H: -4.92581 0.32709 2.41140  0.09
H: -2.56780 1.10955 4.75230  0.04
H: 0.75599 0.75474 1.40163  0.15
H: 1.83259 -1.17746 1.69212  0.12
H: 0.77124 -1.05670 3.09476  0.13
H: 0.97699 -3.53529 1.30863  0.13
H: 3.05457 -2.98196 2.32317  0.08
H: 2.36588 -4.34898 3.15781  0.07
H: 2.32821 -2.73528 3.91963  0.09
H: 0.22783 -4.12548 3.92940  0.11
H: -0.69135 -2.65117 3.71892  0.10
H: -1.17983 -5.36207 2.70906  0.12
H: -1.94384 -2.96550 0.92567  0.08
H: -0.77697 -4.24140 0.39031  0.07
H: -2.44929 -4.62852 0.72443  0.04
H: -2.59154 -4.10692 4.32902  0.08
H: -2.79147 -2.86658 3.11041  0.08
H: -3.53407 -4.40454 2.79997  0.06
H: -0.25324 0.14900 -1.20051  0.20
H: 1.54744 -0.67514 -2.04756  0.11
H: 1.37149 -1.56926 -0.69261  0.11
C: 0.24537 5.73379 -5.70371  -0.04
C: 1.49572 4.90434 -5.82222  -0.31
O: 1.01635 3.58196 -5.61868  0.12
C: -0.27838 3.57679 -6.05336  -0.57
O: -0.90709 2.59520 -6.27811  0.16
O: -0.75065 4.83541 -6.19999  0.07
F: 2.38516 5.20660 -4.84090  0.07
H: 0.01978 5.99251 -4.66736  0.14
H: 0.28454 6.64382 -6.29706  0.14
H: 1.98491 4.96969 -6.79315  0.16
C: 0.24538 -2.85860 6.89301  -0.02
C: 1.29467 -1.84646 7.26902  -0.30
O: 1.10990 -0.83284 6.28254  0.14
C: -0.19620 -0.87883 5.92709  -0.56
O: -0.75405 -0.01319 5.32259  0.12
O: -0.78210 -2.01889 6.33781  0.08
F: 2.53764 -2.35385 7.14848  0.10
H: 0.59813 -3.55539 6.13114  0.13
H: -0.12452 -3.42220 7.74498  0.15
H: 1.17384 -1.41409 8.26236  0.16
C: 0.68479 3.64069 -11.16953  -0.04
C: 0.25352 3.24119 -9.79314  -0.30
O: 0.82372 4.25294 -8.97620  0.11
C: 0.89699 5.37603 -9.75924  -0.54
O: 1.07282 6.46774 -9.32876  0.17
O: 0.73203 5.07279 -11.06518  0.10
F: 0.77751 2.04202 -9.43731  0.08
H: 1.67504 3.26345 -11.42595  0.12
H: -0.02208 3.32403 -11.93270  0.13
H: -0.82763 3.22312 -9.64620  0.17
C: -5.61957 6.13109 2.41985  -0.05
C: -6.10322 6.11861 0.99438  -0.32
O: -6.02985 7.48520 0.62943  0.13
C: -5.02758 8.03846 1.37883  -0.55
O: -4.51805 9.08216 1.15236  0.18
O: -4.68979 7.22083 2.40913  0.07
F: -7.39191 5.70618 0.90397  0.07
H: -6.42375 6.34553 3.12543  0.15
H: -5.13209 5.20225 2.70831  0.11
H: -5.48797 5.52718 0.31386  0.17
C: 6.20248 -4.82425 3.16207  -0.05
C: 6.14857 -6.32716 3.27758  -0.32
O: 5.38668 -6.51756 4.45552  0.14
C: 4.55416 -5.44321 4.56516  -0.54
O: 3.60717 -5.39292 5.27322  0.18
O: 4.95310 -4.43319 3.74188  0.04
F: 7.38034 -6.85817 3.45597  0.08
H: 7.02218 -4.39622 3.74067  0.15
H: 6.27909 -4.48199 2.13264  0.14
H: 5.65665 -6.82863 2.44202  0.18
C: -5.07654 2.68762 -10.00061  -0.05
C: -4.94703 3.94851 -10.81759  -0.31
O: -3.59716 3.89358 -11.25125  0.13
C: -3.26174 2.57452 -11.32402  -0.55
O: -2.30827 2.15553 -11.89264  0.17
O: -4.16327 1.80717 -10.66555  0.08
F: -5.12386 5.05509 -10.06060  0.08
H: -4.75501 2.83334 -8.96831  0.15
H: -6.08470 2.28135 -10.00475  0.14
H: -5.60538 3.99606 -11.68644  0.18
C: -0.83901 -9.79468 3.27143  -0.05
C: -1.23698 -9.75461 1.81753  -0.31
O: -0.86918 -8.43907 1.43582  0.13
C: 0.17564 -8.07687 2.23248  -0.55
O: 0.89399 -7.15715 2.02021  0.16
O: 0.28715 -8.91039 3.29561  0.08
F: -2.57162 -9.90463 1.65949  0.08
H: -1.62297 -9.40403 3.92145  0.15
H: -0.56183 -10.79028 3.60832  0.14
H: -0.71548 -10.47510 1.18495  0.17
C: 2.94718 1.33319 8.97669  -0.06
C: 2.89404 2.13633 10.25280  -0.31
O: 2.08728 1.32811 11.09329  0.14
C: 2.27086 0.03760 10.69451  -0.55
O: 1.95991 -0.91439 11.32664  0.18
O: 2.86471 -0.01442 9.47208  0.05
F: 2.27904 3.33039 10.07694  0.08
H: 2.09610 1.53393 8.32456  0.14
H: 3.86195 1.48966 8.41780  0.12
H: 3.86439 2.29805 10.72594  0.18
C: -5.69857 -3.70384 -1.28567  -0.05
C: -6.66205 -4.85861 -1.17628  -0.31
O: -5.83270 -5.90480 -0.70262  0.14
C: -4.83325 -5.32259 0.01844  -0.54
O: -4.12126 -5.90339 0.76734  0.17
O: -4.77179 -3.98720 -0.23223  0.06
F: -7.16550 -5.20400 -2.38328  0.08
H: -5.17314 -3.69899 -2.24176  0.15
H: -6.17591 -2.73828 -1.13727  0.14
H: -7.48263 -4.69956 -0.47450  0.18
C: 4.93620 6.75416 8.88947  -0.04
C: 6.21551 5.96485 8.77138  -0.31
O: 5.74362 4.62733 8.70780  0.14
C: 4.50201 4.67701 8.14851  -0.54
O: 3.92543 3.73535 7.71152  0.16
O: 4.01576 5.93826 8.15456  0.08
F: 6.99522 6.10664 9.86650  0.08
H: 4.60066 6.83967 9.92368  0.15
H: 5.00965 7.74847 8.45684  0.14
H: 6.80357 6.18467 7.87878  0.18
C: 3.07413 -0.87522 -12.80587  -0.05
C: 2.65196 -1.28407 -11.41714  -0.31
O: 3.22347 -0.26890 -10.61049  0.14
C: 3.29118 0.85346 -11.38228  -0.54
O: 3.46697 1.94795 -10.96321  0.17
O: 3.11972 0.55082 -12.69348  0.08
F: 3.18150 -2.47980 -11.06383  0.08
H: 4.06526 -1.25255 -13.06098  0.15
H: 2.36828 -1.18482 -13.57237  0.14
H: 1.57214 -1.30721 -11.26013  0.17